[1]
A cluster of 4 separate species, C28H47N4O10P in total. Source: the Open Molecules 2025 dataset; level of theory: wB97M-V/def2-TZVPD.

The geometry in XYZ format:
```
90
Properties=species:S:1:pos:R:3:lowdin_charge:R:1
C 7.026 -0.886 -0.798 -0.13
C 5.370 -0.767 -0.603 -0.35
C 4.743 -0.707 -2.116 -0.12
C 4.922 -2.068 0.288 -0.29
C 4.654 -1.656 1.875 -0.09
C 3.646 -2.912 -0.299 -0.27
O 2.327 -2.274 -0.066 -0.46
P 1.049 -3.469 -0.269 0.97
C -0.019 -3.600 1.354 -0.32
C -1.232 -2.459 1.393 -0.25
C -2.711 -3.055 1.011 -0.19
C -3.739 -1.913 0.357 -0.21
N -4.038 -0.793 1.334 -0.05
C -3.796 0.579 0.743 -0.38
N -3.192 1.513 1.591 0.04
N -4.146 1.027 -0.664 0.05
C -0.205 -2.809 -1.573 -0.30
C -0.104 -1.218 -2.072 -0.02
C -1.236 -0.721 -3.147 -0.10
N -2.337 -1.528 -3.774 -0.03
C -2.405 -2.955 -3.310 -0.13
C -1.430 -3.716 -2.235 -0.06
H 7.503 0.099 -1.227 0.08
H 7.563 -1.138 0.225 0.08
H 7.263 -1.771 -1.555 0.09
H 5.204 0.241 -0.013 0.13
H 5.222 0.219 -2.693 0.09
H 5.122 -1.671 -2.697 0.09
H 3.583 -0.562 -2.164 0.08
H 5.847 -2.818 0.314 0.14
H 5.292 -2.397 2.549 0.09
H 3.537 -1.806 2.200 0.08
H 4.967 -0.539 2.036 0.08
H 3.627 -3.944 0.302 0.11
H 3.717 -3.207 -1.429 0.12
H 0.676 -3.510 2.290 0.09
H -0.570 -4.643 1.269 0.08
H -0.941 -1.475 0.790 0.11
H -1.294 -2.121 2.536 0.11
H -3.216 -3.380 2.039 0.11
H -2.689 -4.027 0.346 0.09
H -4.791 -2.404 0.083 0.12
H -3.311 -1.525 -0.685 0.11
H -4.992 -0.889 1.758 0.12
H -3.028 1.016 2.513 0.03
H -3.821 2.039 -0.709 0.08
H -3.515 0.541 -1.355 0.06
H 0.757 -0.575 -1.608 0.08
H -1.174 0.427 -3.469 0.08
H -3.281 -3.620 -3.775 0.10
H -1.554 -4.829 -1.894 0.08
C -1.031 5.851 -0.673 -0.02
C -0.759 4.399 -1.011 -0.34
C 0.695 4.087 -1.195 -0.14
O 0.660 2.978 -2.075 0.07
C -0.492 3.098 -2.802 -0.50
O -0.759 2.431 -3.787 0.10
O -1.303 4.066 -2.278 0.09
H -2.110 6.040 -0.649 0.09
H -0.605 6.118 0.298 0.09
H -0.615 6.519 -1.436 0.09
H -1.222 3.744 -0.263 0.16
H 1.187 3.820 -0.255 0.14
H 1.259 4.894 -1.677 0.13
C -6.231 -7.821 2.780 -0.02
C -5.264 -6.698 2.462 -0.35
C -4.635 -6.812 1.107 -0.11
O -3.406 -6.130 1.281 0.02
C -3.085 -6.247 2.605 -0.51
O -2.003 -5.950 3.082 0.13
O -4.138 -6.744 3.323 0.09
H -6.581 -7.739 3.815 0.09
H -7.097 -7.798 2.113 0.09
H -5.744 -8.798 2.693 0.09
H -5.755 -5.727 2.600 0.16
H -5.235 -6.335 0.327 0.15
H -4.419 -7.844 0.810 0.14
C 3.268 10.336 -0.506 -0.02
C 2.283 9.303 0.001 -0.35
C 2.468 8.955 1.447 -0.11
O 1.960 7.634 1.512 0.07
C 2.132 7.094 0.267 -0.48
O 1.988 5.913 0.002 0.10
O 2.489 8.054 -0.639 0.09
H 3.149 10.477 -1.586 0.09
H 3.122 11.300 -0.008 0.09
H 4.301 10.010 -0.346 0.09
H 1.256 9.625 -0.209 0.16
H 1.907 9.618 2.111 0.15
H 3.517 8.938 1.763 0.14
```

The SMILES is [H]/N=C(/N)NCCCCP(OC[C@H](C)C(C)C)c1ccncc1.C[C@@H]1COC(=O)O1.C[C@@H]1COC(=O)O1.C[C@@H]1COC(=O)O1. As for the total energy: -65510.70374 eV. The maximum force is 6.44 eV/Å.

=====

[2]
A structure of composition C28H48AlBeCl2N4NaO12P. Source: the Open Molecules 2025 dataset; level of theory: wB97M-V/def2-TZVPD.

The geometry in XYZ format:
```
98
Properties=species:S:1:pos:R:3:lowdin_charge:R:1
C -0.273 0.342 -0.054 -0.10
O -1.250 -0.486 0.628 -0.22
C -1.747 -1.478 -0.275 -0.25
C -2.679 -2.556 0.418 -0.18
C -4.025 -1.964 1.043 -0.50
P -5.295 -1.403 -0.272 0.94
C -5.465 0.452 0.018 -0.43
C -6.872 1.076 -0.359 -0.22
C -6.700 2.672 -0.398 -0.15
C -5.669 3.167 0.717 -0.15
N -5.577 4.671 0.843 -0.15
C -4.439 4.901 1.827 -0.02
C -5.148 5.275 -0.407 -0.32
C -3.948 4.765 -1.322 0.08
O -5.742 6.323 -0.784 0.13
H 0.026 -0.113 -1.055 0.09
H -0.704 1.371 -0.237 0.09
H 0.675 0.382 0.567 0.07
H -0.852 -2.057 -0.684 0.13
H -2.231 -0.972 -1.179 0.12
H -2.044 -3.099 1.190 0.12
H -2.986 -3.342 -0.343 0.12
H -4.495 -2.757 1.741 -0.21
H -3.741 -1.096 1.741 0.08
H -4.728 -1.520 -1.583 0.00
H -5.191 0.648 1.101 0.07
H -4.699 0.956 -0.659 0.09
H -7.227 0.696 -1.373 0.12
H -7.611 0.748 0.444 0.12
H -6.408 3.044 -1.427 0.12
H -7.737 3.092 -0.176 0.13
H -4.594 2.821 0.512 0.09
H -6.024 2.708 1.697 0.17
H -4.753 4.426 2.807 0.14
H -3.470 4.397 1.526 0.11
H -4.191 6.016 1.945 0.13
H -2.964 5.104 -0.883 0.13
H -4.064 5.196 -2.366 0.13
H -3.946 3.640 -1.431 0.11
O -9.967 -4.548 -2.262 0.07
C -9.051 -3.895 -2.876 -0.27
C -8.347 -2.838 -1.790 -0.32
O -7.436 -2.165 -2.400 -0.08
H -9.357 -3.269 -3.729 0.14
H -8.211 -4.471 -3.297 0.14
H -8.027 -3.464 -0.942 0.11
H -9.183 -2.272 -1.351 0.13
Cl 3.317 1.989 -0.067 0.62
C 4.361 0.714 0.608 -0.62
C 4.651 -0.385 -0.398 -0.67
Cl 3.203 -1.352 -0.768 0.59
H 3.878 0.320 1.502 0.06
H 5.294 1.196 0.910 0.08
H 5.397 -1.073 0.009 0.05
H 5.039 0.017 -1.344 0.05
N 5.581 2.802 -3.673 -0.02
C 5.288 3.460 -2.506 -0.17
C 5.939 4.668 -2.528 -0.10
C 6.647 4.747 -3.753 -0.09
C 6.406 3.584 -4.440 -0.13
H 5.244 1.889 -3.928 0.14
H 4.647 3.013 -1.768 0.01
H 5.909 5.415 -1.749 0.10
H 7.264 5.564 -4.095 0.10
H 6.750 3.244 -5.405 0.11
C 7.732 -2.304 -1.044 -0.14
O 7.583 -2.600 0.330 -0.09
H 7.794 -1.223 -1.161 0.00
H 8.648 -2.761 -1.426 0.09
H 6.868 -2.677 -1.600 0.11
H 7.529 -3.561 0.413 0.10
Na 8.014 0.531 -1.608 0.79
Be -6.256 6.438 0.889 1.01
C 1.821 -2.359 3.874 0.08
C 0.955 -3.374 3.832 -0.23
C 1.368 -4.732 3.382 -0.31
O 0.553 -5.635 3.376 0.12
C 2.757 -4.922 2.956 0.09
C 3.624 -3.908 2.994 -0.22
C 3.215 -2.554 3.470 -0.31
O 4.038 -1.654 3.508 0.10
O 4.912 -4.068 2.599 0.09
O -0.339 -3.214 4.199 0.10
H 1.532 -1.369 4.201 0.14
H 3.040 -5.909 2.614 0.14
H 5.331 -3.195 2.724 0.11
H -0.750 -4.091 4.081 0.11
N -2.974 1.765 2.239 -0.56
O -2.968 0.743 2.937 0.01
O -2.685 2.869 2.734 -0.03
O -3.292 1.691 1.030 -0.13
Al -5.989 -2.844 2.517 0.99
C 11.966 -2.779 -0.744 -0.06
C 11.809 -1.427 -1.282 -0.27
N 11.686 -0.364 -1.705 0.12
H 11.846 -2.794 0.341 0.09
H 11.229 -3.466 -1.164 0.07
H 12.954 -3.186 -0.968 0.10
```

As for the total energy: -106052.44064 eV. The maximum force is 6.89 eV/Å. Its total charge is +3.

=====

[3]
A structure of composition C28H48BrN3P2ReS. Source: the Open Molecules 2025 dataset; level of theory: wB97M-V/def2-TZVPD.

The geometry in XYZ format:
```
84
Properties=species:S:1:pos:R:3:lowdin_charge:R:1
N -4.928 2.507 -4.905 0.31
C -4.817 2.919 -3.644 0.00
C -3.778 2.465 -2.814 0.04
C -2.894 1.465 -3.284 -0.17
C -3.012 1.068 -4.613 0.04
C -4.061 1.618 -5.390 0.01
C -1.938 0.837 -2.226 -0.35
Re -0.187 -0.105 -2.224 1.08
P 3.359 -0.706 -1.287 1.08
C -0.694 1.730 -1.836 -0.30
C -0.547 2.253 -0.455 -0.18
C 0.688 2.882 -0.199 -0.04
C 1.190 2.943 1.065 -0.13
C 0.498 2.250 2.160 -0.94
C -0.946 2.146 1.913 -0.10
C -1.395 1.944 0.626 -0.01
Br 1.391 0.570 2.474 0.97
H -2.611 0.593 -1.377 0.07
H -0.438 2.479 -2.601 0.15
H -3.717 2.860 -1.796 0.14
H -2.338 0.343 -5.065 0.12
H -5.557 3.656 -3.278 0.17
H -4.196 1.315 -6.433 0.17
H 1.284 3.195 -1.055 0.14
H -2.373 1.495 0.461 0.12
H 2.188 3.302 1.266 0.12
H -1.635 2.217 2.748 0.12
P -1.296 -1.681 -1.154 0.88
C 3.216 0.978 -0.646 -0.45
C 4.538 1.557 -0.088 -0.10
H 2.434 0.943 0.137 -0.02
H 2.835 1.613 -1.463 0.07
H 4.341 2.336 0.663 0.08
H 5.177 0.788 0.371 0.06
H 5.109 2.017 -0.907 0.10
C 2.085 -1.522 -2.236 -0.51
C 2.720 -2.524 -3.213 -0.10
H 1.601 -0.654 -2.827 0.04
H 1.397 -2.020 -1.533 0.04
H 2.074 -2.691 -4.072 0.06
H 3.668 -2.114 -3.576 0.09
H 2.928 -3.502 -2.765 0.11
C 3.435 -1.741 0.230 -0.39
C 4.615 -1.589 1.200 -0.13
H 3.433 -2.785 -0.123 0.10
H 2.494 -1.551 0.769 0.03
H 4.648 -2.467 1.861 0.09
H 5.578 -1.543 0.679 0.09
H 4.522 -0.708 1.845 0.06
C -0.906 -2.109 0.571 -0.37
C -1.157 -3.574 0.913 -0.10
H -1.510 -1.433 1.199 0.08
H 0.144 -1.831 0.761 0.04
H -2.224 -3.811 0.915 0.08
H -0.659 -4.242 0.202 0.08
H -0.760 -3.784 1.917 0.10
C -0.819 -2.834 -2.573 -0.30
C -0.626 -2.035 -3.878 -0.12
H -1.689 -3.490 -2.696 0.09
H 0.061 -3.443 -2.306 0.09
H -1.455 -2.245 -4.568 0.12
H -0.801 -0.887 -3.757 0.02
H 0.323 -2.236 -4.399 0.08
C -3.145 -1.901 -1.322 -0.33
C -4.004 -1.656 -0.079 -0.11
H -3.298 -2.916 -1.718 0.10
H -3.455 -1.212 -2.123 0.08
H -5.026 -1.396 -0.397 0.10
H -4.072 -2.550 0.555 0.09
H -3.633 -0.828 0.541 0.06
C -1.057 1.032 6.133 -0.02
N -0.234 1.156 4.928 -0.06
C 0.757 2.077 4.883 -0.71
S 0.717 3.362 3.732 1.09
N 1.780 2.045 5.725 0.04
C 2.118 0.841 6.493 0.00
H -0.859 1.860 6.829 0.12
H -0.842 0.074 6.616 0.10
H -2.109 1.062 5.820 0.11
H -0.791 1.119 4.072 0.07
H 2.504 2.745 5.550 0.16
H 3.094 1.023 6.951 0.12
H 1.375 0.687 7.285 0.10
H 2.171 -0.045 5.841 0.11
```

As for the total energy: -135821.14977 eV. The maximum force is 5.09 eV/Å. The expectation value of S² is 3.82. Its spin multiplicity is 4. The value obtained for the energy relative to the best compared isomer or geometry (same formula, charge and spin) is 86.55 kcal/mol. Its total charge is +4.

=====

[4]
A structure of composition C28H48CeF6OP2. Source: the Open Molecules 2025 dataset; level of theory: wB97M-V/def2-TZVPD.

The geometry in XYZ format:
```
86
Properties=species:S:1:pos:R:3:lowdin_charge:R:1
Ce -0.055 -0.071 0.504 1.14
C -2.137 1.659 0.223 -0.24
C -2.460 0.721 -0.803 -0.21
C -2.437 -0.475 1.182 -0.30
C -2.145 0.936 1.475 -0.28
C -2.639 -0.585 -0.227 -0.24
C -1.879 3.132 0.052 0.00
H -1.438 3.359 -0.926 0.08
H -1.191 3.524 0.804 0.06
H -2.784 3.761 0.124 0.12
C -1.760 1.462 2.820 0.00
H -1.534 2.534 2.791 0.10
H -0.872 0.942 3.215 0.06
H -2.548 1.331 3.584 0.13
C -2.331 -1.602 2.160 0.01
H -3.311 -1.921 2.549 0.13
H -1.730 -1.324 3.030 0.06
H -1.880 -2.503 1.715 0.09
C -3.138 -1.799 -0.972 0.01
H -4.249 -1.880 -0.987 0.12
H -2.770 -2.734 -0.534 0.07
H -2.817 -1.809 -2.032 0.08
C -2.833 1.059 -2.226 0.02
H -3.835 1.554 -2.333 0.13
H -2.872 0.153 -2.855 0.06
H -2.083 1.728 -2.681 0.07
C 1.612 0.510 -3.203 -0.12
C 0.579 1.351 -3.350 -0.13
C -0.102 1.581 -4.673 -0.17
C -0.987 0.423 -5.268 -0.16
C -1.122 -0.925 -4.576 -0.12
C -0.074 -1.736 -4.437 -0.11
C 1.301 -1.393 -4.998 -0.17
C 2.194 -0.286 -4.348 -0.17
H 0.634 1.823 -5.471 0.13
H -0.558 0.256 -6.283 0.12
H -0.722 2.497 -4.578 0.11
H 2.509 0.377 -5.183 0.13
H 2.116 0.408 -2.228 0.07
H 0.213 1.950 -2.499 0.08
H 3.140 -0.743 -3.995 0.11
H 1.897 -2.329 -4.986 0.11
H -0.185 -2.734 -4.006 0.09
H 1.194 -1.080 -6.062 0.12
H -2.007 0.842 -5.409 0.11
H -2.136 -1.256 -4.319 0.09
P 1.901 2.099 0.529 0.76
C 1.577 2.940 2.144 -0.23
H 2.493 3.501 2.398 0.08
H 1.359 2.233 2.956 0.02
H 0.740 3.643 2.030 0.05
C 3.569 1.435 0.940 -0.22
H 4.188 2.245 1.364 0.08
H 4.057 1.032 0.043 0.05
H 3.495 0.625 1.682 0.03
C 2.241 3.549 -0.529 -0.24
H 2.668 3.220 -1.486 0.05
H 2.939 4.252 -0.052 0.07
H 1.303 4.079 -0.743 0.05
P 1.031 -2.712 -0.356 0.78
C -0.047 -4.022 -1.094 -0.24
H 0.560 -4.867 -1.472 0.07
H -0.666 -3.624 -1.924 0.03
H -0.757 -4.389 -0.332 0.05
C 2.608 -3.002 -1.253 -0.24
H 2.417 -3.050 -2.342 0.05
H 3.057 -3.957 -0.926 0.07
H 3.323 -2.188 -1.058 0.05
C 1.445 -3.454 1.263 -0.26
H 1.661 -4.520 1.133 0.08
H 0.613 -3.328 1.962 0.04
H 2.320 -2.966 1.702 0.04
C 0.219 -1.568 4.752 0.02
C 1.283 -0.844 3.947 -0.39
O 0.923 -0.530 2.630 -0.30
C 1.627 0.405 4.838 -0.49
F 1.721 0.125 6.176 0.14
F 2.798 0.988 4.462 0.14
F 0.656 1.362 4.783 0.12
C 2.643 -1.672 4.052 -0.46
F 3.423 -1.414 5.144 0.16
F 2.376 -3.023 4.141 0.12
F 3.436 -1.472 2.964 0.12
H -0.639 -0.892 4.945 0.11
H 0.686 -1.815 5.714 0.12
H -0.106 -2.498 4.251 0.10
```

As for the total energy: -79659.09264 eV. The maximum force is 2.13 eV/Å. The value obtained for the energy relative to the best compared isomer or geometry (same formula, charge and spin) is 0.00 kcal/mol. Its total charge is +2.

=====

maximum force of number 3 (C28H48BrN3P2ReS)? 5.09 eV/Å